Record 1
Below is the molecule CH5N3OS in a non-equilibrium geometry, with properties calculated with wB97M-V/def2-TZVPD.

Structure (XYZ):
```
11
Properties=species:S:1:pos:R:3:nbo_charge:R:1
C 0.30561 -0.34709 -0.08065 0.528
H -0.92090 1.63475 -1.85673 0.479
H 1.38187 1.03732 -1.12853 0.367
H 2.03948 -1.08946 -0.15658 0.334
H -1.27219 0.68373 0.74385 0.424
H -0.53196 -1.31172 2.44590 0.111
N 0.49704 0.55640 -1.19647 -0.349
N 1.21019 -1.18091 0.43463 -0.721
N -0.92797 -0.24708 0.44695 -0.778
O -0.33228 1.79520 -1.10703 -0.592
S -1.44888 -1.53114 1.45466 0.196
```

Output
SMILES: [H]/N=C(\NO)NS
Energy above the lowest of the compared OMol25 structures with the same formula, charge and spin (kcal per mole): 41.8
DFT total energy (eV): -18468.6224
Max |F| (eV/A): 3.88
LUMO energy (eV): 0.653

---

Record 2
Below is a 2-piece molecular cluster, C4H12 overall in a non-equilibrium geometry, with properties calculated with wB97M-V/def2-TZVPD.

Structure (XYZ):
```
16
Properties=species:S:1:pos:R:3:nbo_charge:R:1
C 0.28627 2.10003 0.25644 -0.610
C 1.85300 1.95055 0.39215 -0.623
H -0.10029 2.02355 1.28579 0.202
H -0.08638 3.05591 -0.19914 0.206
H -0.12219 1.35754 -0.43594 0.202
H 2.42094 2.85205 0.54985 0.205
H 2.17928 1.18741 1.10972 0.210
H 1.98092 1.76756 -0.66445 0.208
C -1.58861 -1.79864 0.24355 -0.619
C -0.51003 -2.27946 -0.83282 -0.614
H -2.45804 -2.22198 -0.06251 0.201
H -1.55822 -2.02999 1.26444 0.208
H -1.87835 -0.77946 0.15087 0.206
H -0.44993 -1.53795 -1.73535 0.205
H -0.66355 -3.26633 -1.26999 0.208
H 0.49200 -2.24310 -0.34925 0.205
```

Output
SMILES: CC.CC
Energy above the lowest of the compared OMol25 structures with the same formula, charge and spin (kcal per mole): 27.3
DFT total energy (eV): -4341.3466
Max |F| (eV/A): 3.46
LUMO energy (eV): 1.115

---

Record 3
Below is a 6-piece molecular cluster, H12O6 overall in a non-equilibrium geometry, with properties calculated with wB97M-V/def2-TZVPD.

Structure (XYZ):
```
18
Properties=species:S:1:pos:R:3:lowdin_spin:R:1
O -13.47794 -9.47473 33.94315 0.022
H -14.04725 -8.93041 34.48706 0.002
H -14.00631 -10.24670 33.74032 0.005
O -15.28745 -12.50395 34.17367 0.096
H -14.90889 -12.24320 33.33406 0.012
H -15.04299 -13.42421 34.27168 0.029
O -15.70855 -15.93461 36.76689 0.109
H -14.80694 -16.24512 36.85007 0.047
H -15.81923 -15.76693 35.83101 0.025
O -16.82655 -10.21033 34.04746 0.021
H -16.58964 -11.10108 34.30569 0.005
H -17.25626 -9.84283 34.81982 0.002
O -14.36771 -11.77636 31.56401 0.094
H -14.99253 -11.43886 30.92219 0.016
H -13.80949 -12.37263 31.06494 0.034
O -15.10491 -15.85948 34.06906 0.270
H -14.41990 -16.03449 34.71431 0.101
H -14.78911 -16.27303 33.26564 0.110
```

Output
Spin multiplicity: 2
Energy above the lowest of the compared OMol25 structures with the same formula, charge and spin (kcal per mole): 16.1
Total charge: -1
DFT total energy (eV): -12479.3772
Max |F| (eV/A): 1.33
<S²>: 0.750
LUMO energy (spin up / spin down) (eV): 3.261 / 3.258

---

Record 4
Below is C33H35GeN2O2P2S5W as an isolated structure, with properties calculated with wB97M-V/def2-TZVPD.

Structure (XYZ):
```
81
Properties=species:S:1:pos:R:3:lowdin_charge:R:1
W -0.23873 0.78056 -0.61764 1.003
C -0.03285 1.14251 3.13525 -0.211
P -1.08240 1.40579 1.66312 0.792
C -2.60290 0.52148 2.10623 -0.196
C -1.39723 3.18619 1.84382 -0.403
C -2.26397 3.72190 2.78444 -0.061
C -2.35733 5.09953 2.92479 -0.044
C -1.57268 5.93749 2.14742 -0.047
C -0.70441 5.40598 1.20523 -0.060
C -0.62259 4.02904 1.04657 -0.399
P 0.39935 3.24236 -0.22414 0.803
C 2.12187 3.36210 0.34786 -0.187
C 0.34065 4.34574 -1.66487 -0.209
H -0.43063 1.75794 3.94247 0.064
H 0.99583 1.44672 2.94214 0.052
H -0.05186 0.10059 3.45346 0.058
H -2.80505 0.63998 3.17167 0.064
H -2.46446 -0.53787 1.88300 0.054
H -3.44663 0.90181 1.53262 0.042
H -2.87736 3.07831 3.40253 0.114
H -3.04538 5.52004 3.64526 0.117
H -1.64472 7.00967 2.26748 0.117
H -0.11057 6.07302 0.59383 0.109
H 2.33765 4.38940 0.64544 0.065
H 2.79327 3.05997 -0.45516 0.048
H 2.27349 2.70295 1.20242 0.047
H 0.71472 5.32801 -1.37268 0.059
H -0.68041 4.44223 -2.02914 0.035
H 0.98477 3.96382 -2.45563 0.047
N -0.28815 0.71369 -2.96502 -0.083
N 0.79409 1.44272 -3.46248 0.041
C 1.87063 1.55888 -2.59525 -0.721
O 2.90885 2.07651 -2.91035 0.106
O 1.61434 1.04791 -1.39942 -0.300
H -0.28483 -0.26123 -3.28065 0.075
H -1.17620 1.16107 -3.19105 0.070
H 0.96031 1.46995 -4.45771 0.163
S -7.70825 0.24787 -0.59777 0.605
C -6.10064 0.39693 -0.76899 -1.484
S -5.01857 -0.97016 -0.92331 0.913
C -3.54840 -0.04474 -1.06790 -1.102
C -3.66201 1.28916 -1.01776 -1.120
S -2.26111 2.32379 -1.11522 0.603
S -5.26887 1.93535 -0.79752 0.914
S -2.00196 -0.84899 -1.17808 0.643
C 0.54161 -0.34267 0.63625 -0.446
Ge 0.90819 -2.21419 -0.09541 0.962
C 2.78310 -2.39057 0.40482 -0.289
C 3.61055 -1.27361 0.47169 -0.109
C 4.96554 -1.41433 0.73465 -0.072
C 5.50447 -2.67683 0.93245 -0.072
C 4.68865 -3.79788 0.86188 -0.071
C 3.33568 -3.65499 0.59604 -0.103
C 0.79272 -2.40678 -2.03932 -0.318
C -0.15973 -3.20306 -2.67175 -0.130
C -0.16534 -3.34000 -4.05307 -0.067
C 0.78798 -2.68651 -4.82094 -0.071
C 1.76503 -1.91634 -4.20148 -0.079
C 1.77101 -1.78624 -2.81994 -0.127
C -0.25683 -3.31166 1.02971 -0.270
C -1.53323 -3.75702 0.68758 -0.125
C -2.29055 -4.49471 1.58505 -0.070
C -1.78648 -4.79757 2.84126 -0.071
C -0.51908 -4.36107 3.19775 -0.074
C 0.23674 -3.62440 2.29825 -0.116
H 0.91430 -0.44411 1.65013 0.000
H 3.20286 -0.28144 0.29873 0.086
H 5.60070 -0.53943 0.77901 0.108
H 6.56055 -2.78896 1.13782 0.109
H 5.10759 -4.78411 1.01154 0.109
H 2.71176 -4.54049 0.54280 0.108
H -0.91326 -3.72184 -2.09190 0.085
H -0.91232 -3.96163 -4.52834 0.112
H 0.78393 -2.79554 -5.89738 0.110
H 2.53804 -1.43821 -4.78998 0.113
H 2.56017 -1.21171 -2.34500 0.104
H -1.95222 -3.52816 -0.28250 0.051
H -3.27730 -4.83528 1.29998 0.110
H -2.37772 -5.37779 3.53714 0.110
H -0.11497 -4.59889 4.17283 0.109
H 1.22925 -3.29797 2.59027 0.098
```

Output
Energy above the lowest of the compared OMol25 structures with the same formula, charge and spin (kcal per mole): 0.0
Total charge: +1
DFT total energy (eV): -172955.8769
Max |F| (eV/A): 0.81
LUMO energy (eV): -3.782

---

Record 5
Below is C16H4F6N2PdS3 as an isolated structure, with properties calculated with wB97M-V/def2-TZVPD.

Structure (XYZ):
```
32
Properties=species:S:1:pos:R:3:nbo_charge:R:1
Pd 0.25783 -0.94957 -0.25582 0.474
S 0.83323 1.88849 0.75148 -0.370
C -0.80989 1.64191 1.10991 -0.203
S -1.55601 0.12493 0.67520 -0.163
C -1.60118 2.59854 1.76818 -0.535
C -1.08153 3.85643 2.18048 0.354
N -0.72758 4.89853 2.53490 -0.452
C -2.97146 2.37872 2.07543 0.341
N -4.08924 2.24324 2.34080 -0.451
F 1.80784 -0.22172 4.66190 -0.299
C 1.89855 -0.77464 3.44618 0.260
C 1.00150 -1.73660 3.04991 0.276
F 0.05461 -2.15364 3.89849 -0.299
C 1.10883 -2.30875 1.78591 0.289
F 0.31056 -3.35818 1.53340 -0.306
C 2.09992 -1.91871 0.86296 -0.328
S 2.03919 -2.45161 -0.81424 -0.292
C 3.00325 -0.94941 1.32937 0.324
F 3.98405 -0.51624 0.53060 -0.302
C 2.91461 -0.39143 2.58136 0.314
F 3.78819 0.54472 2.97218 -0.307
F -1.94689 0.28998 -5.83327 -0.364
C -1.48561 0.00442 -4.57344 0.354
C -2.08623 -1.00597 -3.85635 -0.306
C -1.60886 -1.28736 -2.57777 -0.255
C -0.54456 -0.58000 -2.02885 -0.064
C 0.02492 0.44331 -2.78528 -0.250
C -0.43989 0.74320 -4.06223 -0.299
H -2.91605 -1.55438 -4.28506 0.205
H -2.08829 -2.07024 -2.00305 0.210
H 0.83134 1.03010 -2.36291 0.234
H -0.00512 1.54194 -4.65037 0.209
```

Output
Energy above the lowest of the compared OMol25 structures with the same formula, charge and spin (kcal per mole): 25.6
Total charge: -2
DFT total energy (eV): -71928.5953
Max |F| (eV/A): 0.63
LUMO energy (eV): 4.733

---

Record 6
Below is C25H18Br2Cl7DyN4O as an isolated structure, with properties calculated with wB97M-V/def2-TZVPD.

Structure (XYZ):
```
58
Properties=species:S:1:pos:R:3:lowdin_spin:R:1
Dy -0.02502 -0.22913 0.04482 5.135
C 3.58805 2.01981 0.46777 0.000
C 3.07856 0.70374 -0.01473 0.001
O 1.91897 0.59376 -0.50913 -0.002
N 3.84417 -0.36667 0.08520 0.000
C 3.41322 -1.70433 -0.31877 0.000
C 2.69736 -2.44619 0.78543 -0.001
C 3.35345 -3.44963 1.47677 -0.001
C 2.71406 -4.08406 2.53128 0.000
C 1.43454 -3.68251 2.87098 0.000
C 0.84743 -2.67762 2.12714 0.001
N 1.44408 -2.07163 1.09324 -0.008
H 2.97430 2.81940 0.06538 0.000
H 4.62904 2.16834 0.18256 0.000
H 3.51623 2.03616 1.55799 0.000
H 4.75603 -0.25276 0.50260 0.000
H 4.29797 -2.25477 -0.62758 0.000
H 2.77785 -1.59322 -1.19418 0.000
H 4.35899 -3.72921 1.19014 0.000
H 3.21283 -4.87023 3.08328 0.000
H 0.89735 -4.12898 3.69614 0.000
H -0.14787 -2.33388 2.38332 0.000
Br -3.26294 5.07731 -2.30107 0.000
C -2.75842 3.38836 -1.74797 0.000
C -2.09903 3.24663 -0.40820 0.000
C -2.55978 1.91664 0.20024 -0.002
N -2.09865 0.84811 -0.71349 -0.004
C -2.26631 1.08205 -1.96325 0.001
C -2.91921 2.28970 -2.48244 0.000
C -1.54971 0.20379 -2.94042 0.001
C -1.94289 0.09522 -4.25940 0.000
C -1.15200 -0.64916 -5.12613 0.000
Br -1.65328 -0.84691 -6.90090 0.000
C 0.01441 -1.22542 -4.65411 0.000
C 0.32073 -1.06421 -3.31484 0.000
N -0.44763 -0.39013 -2.46073 0.001
H -2.29269 4.08817 0.24623 0.000
H -3.65280 1.93145 0.22674 0.000
H -3.34767 2.32097 -3.47298 0.000
H -2.84281 0.57051 -4.62134 0.000
H 0.66973 -1.78630 -5.30487 0.000
H 1.22216 -1.51440 -2.91420 0.000
Cl -0.28927 3.20539 -0.65679 0.001
C -1.98642 1.79009 1.59284 -0.009
C -0.81349 1.07802 1.79187 -0.099
C -0.16151 1.22451 2.99537 -0.011
Cl 1.39706 0.41283 3.18659 -0.001
C -0.62682 2.03307 4.02382 -0.004
Cl 0.24270 2.19560 5.48380 -0.003
C -1.83882 2.70518 3.83403 0.004
Cl -2.48443 3.67088 5.08146 0.001
C -2.49838 2.59682 2.60907 -0.004
Cl -3.95907 3.48439 2.34770 -0.002
Cl -2.52172 -1.61519 1.32112 0.003
C -2.51471 -3.00691 0.23027 0.000
Cl -1.04571 -2.94591 -0.79708 0.002
H -3.37980 -2.95531 -0.41703 0.000
H -2.48243 -3.92221 0.80644 0.000
```

Output
Spin multiplicity: 6
Energy above the lowest of the compared OMol25 structures with the same formula, charge and spin (kcal per mole): 47.7
Total charge: +2
DFT total energy (eV): -286039.2442
Max |F| (eV/A): 0.69
<S²>: 9.019
LUMO energy (spin up / spin down) (eV): -6.533 / -6.277